# 1
The following is a quantum chemistry calculation of a molecular structure, C26H39AlBr2N2O26P, from the OMol25 dataset.

The value obtained for the HOMO-LUMO gap is 0.2268 Eh. As for the LUMO energy: 1.42 eV. Its relative energy (zero: lowest compared OMol25 entry of this formula, charge and spin) is 2.466 eV. As for the HOMO energy: -4.754 eV. Its net charge is -1. As for the multiplicity: 1.

```
97
Properties=species:S:1:pos:R:3:lowdin_charge:R:1
N -1.316 -0.001 -1.862 -0.04
C -1.781 0.046 -3.311 -0.22
C -1.760 -1.409 -4.075 -0.38
O -0.387 -1.736 -4.583 -0.16
C -2.703 -1.264 -5.428 -0.20
Al -4.717 -1.680 -5.042 0.13
C -4.972 -2.458 -3.166 -0.21
C -6.306 -1.957 -2.364 -0.64
O -6.937 -0.789 -2.490 -0.14
Br -7.085 -3.221 -0.967 0.60
O -5.276 -2.817 -6.454 -0.23
N -4.908 -4.093 -6.244 -0.12
O -3.690 -4.226 -6.463 -0.08
P -5.825 0.365 -5.391 0.39
O -4.583 1.605 -5.341 -0.52
Br -6.670 0.323 -7.529 0.07
H -1.847 -0.742 -1.336 0.07
H -1.572 0.951 -1.463 0.05
H -2.903 0.428 -3.313 0.11
H -1.157 0.802 -3.971 0.14
H -2.059 -2.317 -3.392 0.12
H -0.522 -2.646 -5.020 0.10
H -2.300 -1.919 -6.312 0.06
H -2.590 -0.133 -5.773 0.07
H -4.033 -2.240 -2.471 0.08
H -5.018 -3.644 -3.275 0.08
H -4.908 2.382 -4.763 0.06
C -0.140 1.916 2.396 -0.12
C 1.094 1.632 1.603 -0.14
O 0.675 1.830 0.266 0.02
C -0.405 2.664 0.308 -0.52
O -0.915 3.180 -0.672 0.12
O -0.838 2.847 1.590 0.07
H 0.084 2.345 3.377 0.13
H -0.765 1.027 2.530 0.14
H 1.905 2.333 1.827 0.12
H 1.457 0.611 1.749 0.15
C 4.133 0.990 -2.247 -0.13
C 3.209 1.629 -1.262 -0.14
O 3.840 1.388 -0.019 0.06
C 5.167 1.199 -0.278 -0.49
O 6.034 1.135 0.578 0.11
O 5.398 1.091 -1.619 0.07
H 4.136 1.506 -3.211 0.14
H 3.904 -0.068 -2.410 0.14
H 3.122 2.710 -1.411 0.14
H 2.209 1.186 -1.282 0.13
C 3.834 3.609 3.833 -0.13
C 4.361 3.805 5.217 -0.14
O 3.261 4.365 5.908 0.06
C 2.136 3.991 5.232 -0.51
O 0.999 4.156 5.643 0.13
O 2.448 3.409 4.038 0.04
H 4.281 2.744 3.335 0.14
H 3.974 4.494 3.203 0.14
H 4.637 2.860 5.697 0.14
H 5.221 4.480 5.244 0.13
C -5.860 -6.291 -9.365 -0.14
C -5.805 -6.908 -8.005 -0.15
O -6.034 -8.281 -8.261 0.06
C -5.672 -8.509 -9.558 -0.52
O -5.578 -9.615 -10.063 0.12
O -5.427 -7.337 -10.214 0.06
H -5.203 -5.422 -9.454 0.14
H -6.876 -6.001 -9.652 0.14
H -4.823 -6.795 -7.534 0.13
H -6.570 -6.506 -7.334 0.14
C -6.851 -2.027 3.848 -0.14
C -7.144 -2.170 2.389 -0.19
O -5.893 -1.916 1.779 0.01
C -4.934 -2.187 2.712 -0.51
O -3.738 -2.238 2.476 0.13
O -5.487 -2.394 3.943 0.06
H -7.473 -2.682 4.464 0.13
H -6.964 -0.996 4.198 0.13
H -7.467 -3.183 2.125 0.11
H -7.897 -1.456 2.044 0.14
C 5.928 6.806 8.529 -0.14
C 5.983 6.189 9.889 -0.14
O 5.755 4.816 9.633 0.07
C 6.117 4.589 8.336 -0.51
O 6.210 3.483 7.831 0.14
O 6.361 5.760 7.679 0.05
H 6.585 7.676 8.439 0.14
H 4.912 7.097 8.242 0.14
H 6.965 6.303 10.360 0.14
H 5.218 6.591 10.559 0.14
C 8.767 -0.882 2.654 -0.14
C 7.434 -0.208 2.619 -0.16
O 6.994 -0.285 3.961 0.06
C 8.110 -0.417 4.737 -0.52
O 8.115 -0.342 5.955 0.13
O 9.219 -0.641 3.973 0.06
H 9.465 -0.465 1.923 0.14
H 8.693 -1.964 2.498 0.13
H 7.507 0.846 2.330 0.12
H 6.730 -0.712 1.950 0.13
```

# 2
The following is a quantum chemistry calculation of a molecular structure, C26H39As2N6O2ReS, from the OMol25 dataset.

The value obtained for the HOMO-LUMO gap (alpha / beta) is 0.2716 / 0.1579 Eh. As for the LUMO energy (alpha / beta): -9.00 / -11.70 eV. Its relative energy (zero: lowest compared OMol25 entry of this formula, charge and spin) is 0.000 eV. As for the HOMO energy (alpha / beta): -16.389 / -16.002 eV. Its net charge is +3. As for the multiplicity: 4.

```
77
Properties=species:S:1:pos:R:3:lowdin_charge:R:1
Re 0.127 0.931 -0.094 1.04
N 2.893 -3.649 -5.143 0.29
C 3.176 -2.789 -4.112 -0.22
C 3.350 -1.397 -4.346 0.05
C 3.517 -0.545 -3.264 0.00
C 3.563 -1.047 -1.944 -0.21
C 3.531 -2.411 -1.717 -0.01
C 3.341 -3.299 -2.793 0.06
S 3.351 0.005 -0.520 0.66
O 2.969 -0.851 0.589 -0.30
O 4.341 1.050 -0.427 -0.23
N 1.959 0.825 -0.943 -0.26
C 1.943 2.016 -1.555 -0.50
N 0.702 2.504 -1.328 -0.07
C 0.453 3.765 -1.634 -0.07
C 1.290 4.386 -2.570 0.00
C 2.522 3.779 -2.805 -0.03
N 2.904 2.601 -2.254 0.16
H 2.645 -3.220 -6.011 0.14
H 2.565 -4.602 -5.014 0.16
H 3.314 -0.976 -5.341 0.14
H 3.729 0.540 -3.407 0.14
H 3.678 -2.850 -0.741 0.13
H 3.297 -4.379 -2.641 0.14
H -0.360 4.237 -1.092 0.13
H 0.912 5.286 -3.073 0.13
H 3.288 4.224 -3.494 0.16
C -3.722 0.091 0.284 -0.22
As -2.389 1.565 0.073 1.06
C -3.080 2.479 -1.501 -0.26
C -2.786 2.718 1.591 -0.41
C -4.007 3.403 1.802 -0.06
C -4.119 4.216 2.933 -0.03
C -3.054 4.394 3.797 -0.04
C -1.869 3.712 3.622 -0.08
C -1.740 2.866 2.508 -0.42
As -0.178 1.739 2.164 1.01
C 1.283 3.013 2.606 -0.23
C -0.477 0.753 3.853 -0.22
H -3.374 -0.679 -0.383 0.00
H -4.682 0.543 -0.084 0.07
H -3.726 -0.263 1.296 0.03
H -3.589 1.720 -2.101 0.04
H -2.266 2.960 -2.106 0.03
H -3.834 3.253 -1.201 0.06
H -4.768 3.328 1.036 0.11
H -5.013 4.774 3.091 0.12
H -3.156 5.071 4.612 0.12
H -1.017 3.759 4.308 0.11
H 1.236 3.442 3.592 0.04
H 1.211 3.818 1.820 0.05
H 2.260 2.575 2.421 0.03
H -0.725 1.468 4.664 0.06
H 0.414 0.159 4.104 0.05
H -1.326 0.063 3.697 0.03
C -0.364 -5.238 0.813 -0.05
C 0.536 -3.992 1.015 -0.16
N -0.164 -2.702 0.777 -0.06
C -0.617 -2.005 1.947 -0.23
C -1.404 -2.973 2.833 -0.04
C -0.359 -2.245 -0.437 -0.35
C -0.393 -3.131 -1.664 0.03
N -0.486 -0.908 -0.672 -0.13
H -0.625 -5.669 1.811 0.10
H 0.203 -6.073 0.370 0.09
H -1.268 -5.027 0.210 0.08
H 1.413 -3.989 0.363 0.11
H 0.893 -3.986 2.021 0.11
H -1.177 -1.146 1.553 0.07
H 0.235 -1.612 2.517 0.12
H -2.157 -3.524 2.238 0.10
H -1.877 -2.456 3.673 0.09
H -0.718 -3.679 3.301 0.08
H 0.310 -3.933 -1.556 0.07
H -0.114 -2.472 -2.472 0.08
H -1.413 -3.522 -1.861 0.12
H -0.957 -0.795 -1.606 0.10
```

# 3
The following is a quantum chemistry calculation of a molecular structure, C26H39BF6N9O6PbS3Te, from the OMol25 dataset.

The value obtained for the HOMO-LUMO gap (alpha / beta) is 0.2425 / 0.1568 Eh. As for the LUMO energy (alpha / beta): -4.43 / -6.79 eV. Its relative energy (zero: lowest compared OMol25 entry of this formula, charge and spin) is 1.503 eV. As for the HOMO energy (alpha / beta): -11.027 / -11.061 eV. Its net charge is +1. As for the multiplicity: 1.

```
92
Properties=species:S:1:pos:R:3:lowdin_charge:R:1
Pb -1.165 -0.158 -0.023 1.44
F -4.534 0.997 4.360 0.09
C -4.978 -0.011 3.541 -0.55
F -5.389 -1.099 4.334 0.09
F -5.958 0.422 2.748 0.16
S -3.429 -0.497 2.626 0.58
O -3.107 0.577 1.710 -0.40
O -2.456 -0.692 3.696 -0.45
N -3.762 -1.914 1.956 -0.28
S -4.361 -2.065 0.422 0.67
O -3.823 -0.948 -0.435 -0.44
O -5.707 -2.488 0.289 -0.23
C -3.342 -3.568 -0.054 -0.59
F -3.260 -4.573 0.813 0.16
F -3.844 -4.078 -1.192 0.13
F -2.030 -3.202 -0.360 0.02
B -0.334 3.650 -1.583 -0.33
N 0.907 3.016 -0.758 -0.05
C 2.212 3.365 -0.804 -0.04
C 2.872 2.770 0.286 0.00
C 1.834 2.089 0.938 -0.08
N 0.631 2.254 0.324 0.05
N -1.743 3.317 -1.111 -0.09
C -2.729 4.221 -1.247 -0.07
C -3.951 3.609 -0.979 -0.01
C -3.606 2.256 -0.706 -0.10
N -2.242 2.050 -0.833 -0.05
H -0.277 4.890 -1.416 0.13
H -0.212 3.170 -2.699 0.14
H 2.593 3.979 -1.626 0.14
H 3.914 2.859 0.603 0.11
H 1.827 1.512 1.866 0.11
H -2.478 5.195 -1.448 0.09
H -4.945 4.041 -0.915 0.11
H -4.216 1.379 -0.481 0.09
N 0.306 -2.184 0.711 -0.09
N 0.303 -2.357 2.076 0.02
C 0.375 -1.149 2.795 -0.73
O 0.682 -1.213 4.022 -0.19
O 0.094 -0.084 2.122 -0.28
H 0.025 -2.997 0.160 0.09
H 1.206 -1.911 0.438 0.05
H 0.650 -3.229 2.415 0.15
C -1.362 -0.151 -6.862 -0.13
C -0.559 -1.032 -5.924 -0.28
C -1.216 -2.315 -5.418 -0.20
C -0.980 -2.571 -3.938 -0.23
N 0.382 -2.862 -3.611 0.02
C 1.267 -2.076 -2.963 -0.71
S 0.819 -0.555 -2.270 0.54
N 2.617 -2.368 -3.008 0.01
C 3.357 -3.378 -3.702 -0.18
C 4.149 -2.861 -4.940 -0.19
C 5.409 -2.060 -4.639 -0.29
C 6.538 -2.846 -4.023 -0.12
H -1.081 0.908 -6.851 0.07
H -2.479 -0.122 -6.596 0.09
H -1.374 -0.593 -7.862 0.07
H -0.114 -0.391 -5.064 0.10
H 0.348 -1.337 -6.534 0.11
H -0.956 -3.202 -6.017 0.12
H -2.295 -2.231 -5.567 0.11
H -1.572 -3.427 -3.610 0.12
H -1.308 -1.669 -3.339 0.10
H 0.757 -3.709 -4.063 0.15
H 3.125 -1.661 -2.549 0.08
H 2.678 -4.131 -4.059 0.10
H 4.109 -3.886 -3.091 0.12
H 3.499 -2.229 -5.575 0.11
H 4.467 -3.737 -5.543 0.12
H 5.116 -1.346 -3.872 0.09
H 5.751 -1.464 -5.530 0.13
H 6.245 -3.277 -3.071 0.06
H 7.450 -2.190 -3.910 0.10
H 6.879 -3.601 -4.713 0.07
C 1.336 1.349 5.824 -0.32
Te -0.514 0.685 4.947 1.90
C -1.386 2.326 6.148 -0.35
C -0.285 2.987 6.908 -0.29
C -0.525 3.872 7.977 -0.04
C 0.459 4.305 8.857 -0.08
C 1.769 3.855 8.712 -0.06
C 2.008 2.926 7.677 -0.04
C 1.046 2.558 6.730 -0.26
H 2.039 1.577 5.045 0.06
H 1.632 0.443 6.337 0.06
H -2.104 1.771 6.780 0.07
H -1.843 2.959 5.393 0.06
H -1.555 4.193 8.080 0.11
H 0.183 4.918 9.717 0.11
H 2.554 4.044 9.421 0.10
H 2.968 2.406 7.583 0.12
```

# 4
The following is a quantum chemistry calculation of 5 unconnected molecules or ions with the total composition C26H39F12N3O10P, from the OMol25 dataset.

The value obtained for the HOMO-LUMO gap is 0.3141 Eh. As for the LUMO energy: -3.29 eV. Its relative energy (zero: lowest compared OMol25 entry of this formula, charge and spin) is 0.000 eV. As for the HOMO energy: -11.831 eV. Its net charge is +1. As for the multiplicity: 1.

```
91
Properties=species:S:1:pos:R:3:lowdin_charge:R:1
C 2.528 -0.447 3.421 0.12
C 1.808 0.025 2.601 -0.12
C 0.886 0.578 1.615 -0.15
C -0.321 -0.387 1.413 -0.22
C -0.449 -0.803 -0.056 -0.10
N -1.255 0.140 -0.888 0.15
C -2.376 0.593 -0.255 -0.37
N -3.545 0.381 -0.864 0.24
N -2.188 1.144 0.969 -0.14
P -3.112 2.533 1.544 0.93
C -2.123 3.919 0.856 -0.24
O -4.507 2.684 0.691 -0.28
C -1.598 0.266 2.011 -0.29
C -2.570 -0.679 2.698 -0.11
C -3.225 -1.770 1.858 -0.21
O -4.538 -1.298 1.514 -0.08
H 3.276 -0.796 4.095 0.04
H 1.439 0.694 0.681 0.12
H 0.554 1.571 1.916 0.12
H -0.148 -1.300 1.978 0.14
H 0.554 -0.834 -0.476 0.13
H -0.821 -1.823 -0.136 0.12
H -1.561 -0.371 -1.714 0.13
H -3.681 -0.533 -1.263 0.10
H -4.308 1.028 -0.955 0.11
H -2.816 4.727 0.628 0.05
H -1.637 3.657 -0.084 0.03
H -1.396 4.224 1.601 0.04
H -4.328 2.897 -0.237 0.02
H -1.235 0.934 2.789 0.13
H -2.097 -1.139 3.563 0.13
H -3.390 -0.072 3.087 0.12
H -2.685 -1.934 0.920 0.10
H -3.336 -2.701 2.409 0.12
H -4.956 -1.928 0.919 0.09
C -1.683 0.461 -7.124 -0.05
C -2.470 -0.819 -7.296 -0.18
O -2.508 -1.574 -6.060 0.04
C -3.426 -1.216 -5.188 -0.41
O -4.229 -0.338 -5.286 0.18
C -3.358 -2.148 -3.965 -0.53
F -2.098 -2.353 -3.549 0.16
F -3.900 -3.330 -4.224 0.20
F -4.026 -1.605 -2.926 0.13
H -0.682 0.246 -6.748 0.09
H -1.595 0.977 -8.078 0.09
H -2.168 1.129 -6.412 0.07
H -1.988 -1.473 -8.018 0.13
H -3.482 -0.627 -7.645 0.13
C 5.953 -1.896 2.003 -0.06
C 6.294 -0.439 2.233 -0.19
O 7.542 -0.301 2.936 0.04
C 8.636 -0.359 2.188 -0.40
O 8.683 -0.514 1.005 0.17
C 9.879 -0.150 3.071 -0.55
F 9.791 -0.850 4.207 0.17
F 9.996 1.146 3.388 0.17
F 10.978 -0.527 2.431 0.18
H 5.955 -2.441 2.944 0.08
H 4.975 -1.984 1.539 0.07
H 6.690 -2.367 1.352 0.09
H 5.548 0.035 2.869 0.11
H 6.328 0.118 1.298 0.13
C 0.549 -6.183 6.053 -0.06
C 1.359 -4.915 6.203 -0.19
O 2.259 -4.738 5.085 0.04
C 1.749 -4.188 4.002 -0.41
O 0.623 -3.816 3.838 0.15
C 2.849 -4.035 2.938 -0.54
F 3.607 -5.126 2.838 0.18
F 3.649 -3.000 3.244 0.12
F 2.321 -3.795 1.736 0.16
H 1.206 -7.042 5.920 0.09
H -0.065 -6.343 6.939 0.09
H -0.106 -6.130 5.183 0.08
H 1.998 -4.970 7.081 0.13
H 0.723 -4.038 6.310 0.12
C -1.118 7.201 -4.581 -0.05
C -2.449 6.646 -5.035 -0.18
O -2.584 5.251 -4.669 0.04
C -2.990 5.008 -3.441 -0.41
O -3.258 5.798 -2.586 0.18
C -3.126 3.489 -3.240 -0.52
F -2.087 2.811 -3.730 0.17
F -4.232 3.023 -3.818 0.19
F -3.207 3.202 -1.921 0.11
H -0.299 6.598 -4.972 0.09
H -0.999 8.224 -4.932 0.09
H -1.041 7.198 -3.494 0.08
H -2.524 6.668 -6.119 0.13
H -3.284 7.217 -4.633 0.13
```

# 5
The following is a quantum chemistry calculation of a molecular structure, C26H39F9NO15S4SeSiTa, from the OMol25 dataset.

The value obtained for the HOMO-LUMO gap is 0.2322 Eh. As for the LUMO energy: 3.88 eV. As for the HOMO energy: -2.434 eV. Its net charge is -2. As for the multiplicity: 1.

```
97
Properties=species:S:1:pos:R:3:nbo_charge:R:1
Ta -1.344 -0.459 0.054 2.21
F -3.445 -4.958 1.049 -0.32
C -3.439 -4.736 -0.271 0.83
F -4.650 -5.139 -0.709 -0.34
F -2.567 -5.610 -0.796 -0.33
S -3.252 -2.829 -0.692 2.20
O -2.576 -1.440 -0.968 -1.01
O -4.265 -2.865 -1.750 -0.98
N -4.054 -2.486 0.692 -1.18
S -4.828 -1.140 0.653 2.26
O -6.147 -1.140 0.081 -0.94
O -4.038 0.054 0.395 -0.93
C -5.286 -0.963 2.470 0.72
F -5.637 0.310 2.722 -0.33
F -6.362 -1.716 2.774 -0.34
F -4.329 -1.288 3.344 -0.32
O -1.273 -2.176 3.500 -0.57
C -1.599 -1.151 2.956 0.82
O -1.920 -1.054 1.683 -0.77
C -1.740 0.134 3.703 -0.23
C -1.720 0.031 5.095 -0.14
C -1.990 1.114 5.904 -0.28
C -2.302 2.331 5.302 -0.22
C -2.316 2.452 3.931 -0.20
C -2.026 1.366 3.083 -0.12
S -2.033 1.708 1.366 -0.12
H -1.497 -0.944 5.507 0.23
H -1.992 1.014 6.982 0.19
H -2.540 3.190 5.920 0.19
H -2.570 3.396 3.467 0.20
O -1.918 -3.644 -2.166 -0.97
S -1.511 -2.627 -3.225 1.31
C -0.002 -3.403 -3.922 -0.59
C -0.424 -4.327 -5.051 -0.41
C -1.577 -3.620 -5.761 -0.41
C -2.534 -3.187 -4.664 -0.59
H 0.494 -3.897 -3.088 0.29
H 0.615 -2.575 -4.277 0.22
H -0.776 -5.273 -4.636 0.21
H 0.405 -4.534 -5.731 0.20
H -2.057 -4.268 -6.498 0.21
H -1.193 -2.737 -6.280 0.19
H -3.155 -3.992 -4.280 0.25
H -3.175 -2.354 -4.949 0.23
O 0.771 -4.096 -0.514 -1.05
Se -0.098 -2.835 -0.079 2.82
O 0.543 -2.066 1.153 -1.02
O -0.119 -1.711 -1.269 -1.04
O -1.635 -3.262 0.304 -0.99
F -2.757 0.858 -2.314 -0.35
C -1.568 0.922 -1.640 0.57
F -1.331 2.261 -1.518 -0.36
F -0.645 0.514 -2.589 -0.36
C 2.766 4.595 0.680 -0.63
C 1.347 4.056 0.461 0.29
C 0.671 3.876 1.812 -0.66
C 0.529 5.000 -0.420 -0.62
O 1.449 2.836 -0.272 -0.95
Si 1.669 1.252 0.063 2.55
O 0.288 0.435 0.257 -1.17
O 2.665 1.317 1.356 -0.94
C 3.402 0.426 2.179 0.28
C 2.727 0.406 3.551 -0.62
C 4.812 1.020 2.295 -0.62
C 3.464 -0.975 1.588 -0.66
O 2.459 0.635 -1.230 -0.93
C 3.110 1.189 -2.358 0.28
C 4.288 2.062 -1.916 -0.63
C 2.139 2.027 -3.194 -0.64
C 3.617 0.009 -3.190 -0.61
H 2.736 5.501 1.287 0.19
H 3.245 4.819 -0.274 0.19
H 3.344 3.827 1.193 0.23
H 0.558 4.838 2.313 0.19
H 1.265 3.206 2.434 0.22
H -0.304 3.419 1.672 0.26
H 0.387 5.965 0.068 0.19
H -0.438 4.537 -0.611 0.24
H 1.037 5.150 -1.374 0.20
H 2.688 1.416 3.962 0.20
H 3.271 -0.241 4.240 0.20
H 1.707 0.040 3.434 0.24
H 4.760 2.019 2.730 0.20
H 5.255 1.095 1.301 0.21
H 5.447 0.393 2.923 0.20
H 2.456 -1.370 1.474 0.27
H 4.038 -1.638 2.237 0.20
H 3.926 -0.944 0.600 0.21
H 3.918 2.857 -1.272 0.22
H 4.786 2.493 -2.786 0.19
H 5.003 1.467 -1.345 0.20
H 1.679 2.775 -2.554 0.24
H 1.349 1.391 -3.591 0.23
H 2.667 2.513 -4.017 0.18
H 4.432 -0.498 -2.671 0.20
H 3.965 0.353 -4.166 0.19
H 2.804 -0.704 -3.322 0.22
```

Number 1: molecular weight 1013.3 u, calculated total energy -239779.9171 eV. Number 2: molecular weight 835.8 u, calculated total energy -175244.8426 eV. Number 3: molecular weight 1129.5 u, calculated total energy -115308.4289 eV. Number 4: molecular weight 812.6 u, calculated total energy -94432.5311 eV. Number 5: molecular weight 1192.8 u, calculated total energy -202376.3266 eV.